1.
{
  "formula": "C33H27BrN2NdP2S",
  "method": "wB97M-V/def2-TZVPD",
  "symbols": ["Nd", "N", "P", "C", "C", "C", "C", "C", "C", "C", "C", "C", "C", "C", "C", "P", "C", "C", "C", "C", "C", "C", "C", "C", "C", "C", "C", "C", "H", "H", "H", "H", "H", "H", "H", "H", "H", "H", "H", "H", "H", "H", "H", "H", "H", "H", "H", "H", "H", "S", "C", "C", "C", "C", "C", "C", "C", "C", "C", "N", "H", "H", "H", "H", "H", "H", "Br"],
  "coordinates": [[-2.0507, -0.2001, 0.2533], [1.2096, -1.3952, 0.1730], [0.6911, -0.3983, 1.4608], [2.2031, 0.0636, 2.3238], [2.8606, -0.7968, 3.2012], [4.0972, -0.4378, 3.7162], [4.6783, 0.7714, 3.3570], [4.0224, 1.6334, 2.4890], [2.7848, 1.2814, 1.9726], [-0.1899, -1.5553, 2.5581], [-0.3516, -1.2300, 3.9072], [-1.0913, -2.0504, 4.7366], [-1.6978, -3.1965, 4.2308], [-1.5641, -3.5178, 2.8933], [-0.8154, -2.6952, 2.0560], [0.3017, -1.3424, -1.3036], [0.6768, 0.3510, -1.8344], [-0.3637, 1.1277, -2.3309], [-0.1360, 2.4495, -2.7088], [1.1362, 2.9791, -2.6016], [2.1888, 2.1969, -2.1198], [1.9638, 0.8904, -1.7337], [1.2551, -2.4068, -2.4104], [0.8958, -2.3725, -3.7586], [1.5662, -3.1610, -4.6770], [2.5919, -3.9985, -4.2547], [2.9444, -4.0433, -2.9158], [2.2774, -3.2493, -1.9904], [1.6111, -2.2847, 0.4451], [2.4094, -1.7377, 3.4904], [4.6075, -1.1030, 4.4001], [5.6461, 1.0433, 3.7572], [4.4715, 2.5799, 2.2190], [2.2701, 1.9531, 1.2943], [0.1001, -0.3306, 4.3087], [-1.2080, -1.7935, 5.7811], [-2.2776, -3.8343, 4.8843], [-2.0385, -4.4050, 2.4955], [-0.6873, -2.9859, 1.0161], [-1.3612, 0.7099, -2.4559], [-0.9525, 3.0504, -3.0888], [1.3211, 4.0032, -2.8996], [3.1851, 2.6152, -2.0543], [2.7742, 0.2840, -1.3463], [0.0950, -1.7223, -4.0946], [1.2876, -3.1253, -5.7215], [3.1156, -4.6160, -4.9722], [3.7418, -4.6951, -2.5846], [2.5828, -3.2996, -0.9541], [-5.3958, 2.2484, -2.1653], [-5.5589, 0.6890, -2.8261], [-4.5863, -0.1563, -2.3801], [-3.6583, 0.4463, -1.4756], [-3.9947, 1.7701, -1.2795], [-3.2847, 2.7451, -0.4389], [-3.6548, 4.0880, -0.3562], [-2.9366, 4.9449, 0.4507], [-1.8534, 4.4611, 1.1775], [-1.5429, 3.1274, 1.0558], [-2.2299, 2.2938, 0.2653], [-6.3694, 0.4714, -3.5045], [-4.5410, -1.1899, -2.6971], [-4.5015, 4.4510, -0.9222], [-3.2185, 5.9876, 0.5172], [-1.2711, 5.0980, 1.8270], [-0.7166, 2.6919, 1.6053], [-3.4643, -0.1707, 2.5377]],
  "atomic_forces_ev_per_a": [[-0.7, 0.4, -0.1], [0.1, -0.1, 0.1], [0.0, -0.2, -0.2], [0.0, 0.0, -0.1], [0.1, 0.1, 0.0], [0.0, 0.0, 0.0], [0.0, 0.0, 0.0], [0.0, 0.0, 0.0], [0.0, 0.0, 0.1], [0.2, 0.1, 0.1], [0.0, 0.0, 0.0], [0.0, 0.0, 0.0], [0.0, 0.0, 0.1], [0.0, 0.1, -0.1], [0.1, -0.1, -0.1], [0.2, 0.1, 0.3], [0.1, 0.0, -0.1], [0.0, 0.0, -0.1], [0.0, 0.0, 0.0], [0.0, 0.0, 0.0], [0.0, 0.0, 0.0], [0.0, 0.0, 0.0], [-0.1, 0.0, 0.0], [0.0, 0.0, 0.0], [0.0, 0.0, 0.0], [0.0, 0.0, 0.0], [0.0, 0.0, 0.0], [0.0, 0.0, 0.0], [0.1, 0.0, -0.1], [0.0, 0.0, 0.0], [0.0, 0.0, 0.0], [0.0, 0.0, 0.0], [0.0, 0.0, 0.0], [0.0, 0.0, 0.0], [0.0, 0.0, 0.0], [0.0, 0.0, 0.0], [0.0, 0.0, 0.0], [0.0, 0.0, 0.0], [0.0, 0.0, 0.0], [0.0, 0.0, 0.0], [0.0, 0.0, 0.0], [0.0, 0.0, 0.0], [0.0, 0.0, 0.0], [0.0, 0.0, 0.0], [0.0, 0.0, 0.0], [0.0, 0.0, 0.0], [0.0, 0.0, 0.0], [0.0, 0.0, 0.0], [0.0, 0.0, 0.0], [-0.1, 0.1, -0.1], [0.0, 0.0, 0.0], [0.0, 0.0, 0.0], [0.3, -0.1, 0.4], [0.1, 0.2, 0.0], [-0.1, 0.0, -0.1], [0.0, 0.1, 0.0], [0.0, 0.0, 0.0], [0.0, 0.0, 0.0], [0.0, 0.0, -0.1], [0.0, -0.4, -0.1], [0.0, 0.0, 0.0], [0.0, 0.0, 0.0], [0.0, 0.0, 0.0], [0.0, 0.0, 0.0], [0.0, 0.0, 0.0], [0.0, 0.0, 0.0], [-0.2, 0.0, 0.0]],
  "lowdin_charge": [1.2661, -0.4014, 0.8779, -0.3668, -0.0812, -0.0617, -0.0610, -0.0668, -0.1022, -0.4663, -0.1306, -0.0658, -0.0623, -0.0745, -0.1763, 0.8833, -0.4152, -0.1451, -0.0602, -0.0557, -0.0611, -0.0870, -0.3651, -0.0942, -0.0641, -0.0645, -0.0669, -0.0858, 0.0551, 0.1092, 0.1122, 0.1126, 0.1106, 0.0944, 0.1174, 0.1178, 0.1159, 0.1154, 0.0761, 0.0633, 0.1170, 0.1125, 0.1121, 0.1121, 0.1091, 0.1123, 0.1120, 0.1114, 0.0912, 1.0576, -0.4065, -0.2271, -0.3655, -0.5644, -0.3025, -0.0170, -0.0289, -0.0426, -0.1307, -0.0567, 0.0720, 0.0916, 0.0971, 0.1200, 0.1125, 0.0988, -0.0432],
  "homo_ev": [-10.68, -10.68],
  "total_charge": 1,
  "gap_ev": [7.81, 7.92],
  "largest_force_ha_per_bohr": 0.0151,
  "multiplicity": 4,
  "lumo_ev": [-2.9, -2.8]
}

2.
{
  "formula": "C33H27CeN6O4S2",
  "method": "wB97M-V/def2-TZVPD",
  "symbols": ["Ce", "O", "C", "N", "C", "C", "C", "C", "C", "C", "N", "C", "O", "C", "C", "C", "C", "C", "N", "C", "C", "C", "C", "C", "N", "H", "H", "H", "H", "H", "H", "H", "H", "H", "H", "H", "H", "C", "C", "N", "O", "H", "H", "H", "H", "H", "O", "S", "C", "C", "C", "C", "C", "C", "C", "C", "C", "C", "C", "C", "H", "H", "H", "H", "H", "H", "H", "H", "H", "H", "S", "C", "N"],
  "coordinates": [[0.4429, 0.9511, -0.4791], [2.0048, 2.6741, 3.5368], [1.4454, 2.3195, 2.4820], [2.0022, 1.8855, 1.3130], [3.3450, 1.8712, 0.9857], [4.3055, 2.5814, 1.7203], [5.6340, 2.4428, 1.4130], [6.0199, 1.8316, 0.2456], [5.0940, 1.1472, -0.5355], [3.7266, 1.1071, -0.1378], [2.8667, 0.2719, -0.7976], [3.2355, -0.8262, -1.5244], [4.3783, -1.3252, -1.6270], [2.1408, -1.6026, -2.1082], [2.5036, -2.9218, -2.5234], [1.5084, -3.7653, -2.9799], [0.1759, -3.2493, -3.0050], [-0.0568, -1.9231, -2.7520], [0.9138, -1.1223, -2.2587], [-0.0351, 2.4404, 2.4857], [-0.6604, 2.7599, 3.7202], [-2.0057, 2.9734, 3.7801], [-2.7423, 2.8441, 2.5874], [-2.0750, 2.5550, 1.4025], [-0.7793, 2.2819, 1.3661], [3.9129, 3.0949, 2.6030], [6.4013, 2.8982, 2.0472], [7.0729, 1.7867, -0.0762], [5.3175, 0.5853, -1.4328], [3.5203, -3.2638, -2.3552], [1.8034, -4.7343, -3.3979], [-0.6820, -3.9562, -3.1691], [-1.0501, -1.4530, -2.9108], [-0.0211, 2.8778, 4.5725], [-2.4975, 3.2916, 4.7022], [-3.8123, 3.0258, 2.5319], [-2.5132, 2.5834, 0.3883], [0.0921, 4.8783, -1.1524], [1.0344, 4.0416, -1.9188], [1.6061, 4.5881, -3.0078], [1.2551, 2.8405, -1.6110], [0.6416, 5.7309, -0.6588], [-0.3346, 4.2575, -0.3704], [-0.6527, 5.2159, -1.8063], [1.4741, 5.5767, -3.2041], [2.4379, 4.1281, -3.3560], [-0.7923, -0.6532, 0.3849], [-1.8877, -1.2401, 1.4063], [-3.2749, -1.5465, 0.3550], [-3.4547, -0.8479, -0.8416], [-4.4845, -1.2194, -1.6821], [-5.5442, -1.9850, -1.2597], [-5.4234, -2.6416, -0.0333], [-4.3318, -2.3305, 0.7820], [-1.3511, -2.8998, 1.6743], [-1.6331, -3.4392, 2.9290], [-1.3453, -4.7756, 3.1132], [-0.8968, -5.5842, 2.1010], [-0.4919, -4.9976, 0.8983], [-0.7346, -3.6422, 0.6585], [-2.7686, -0.0847, -1.1308], [-4.5123, -0.8355, -2.7056], [-6.4395, -2.1525, -1.9355], [-6.1381, -3.4032, 0.2921], [-4.2827, -2.7554, 1.7907], [-2.0024, -2.7987, 3.7437], [-1.3787, -5.1011, 4.1688], [-0.8632, -6.6677, 2.1739], [0.0726, -5.5741, 0.1681], [-0.6034, -3.1970, -0.3463], [-1.1133, 1.1249, -4.5658], [-1.2884, 1.4315, -3.0253], [-1.4304, 1.6200, -1.8408]],
  "atomic_forces_ev_per_a": [[2.5, 0.3, -0.4], [-0.2, -0.2, -0.5], [2.4, -0.2, -0.7], [-2.8, 0.1, 0.6], [0.3, 0.1, 0.2], [-1.0, -0.6, 0.6], [0.9, 1.2, 0.4], [0.7, -1.1, -1.3], [-1.0, 0.5, 0.6], [2.8, -0.1, 0.0], [-2.2, -1.2, -1.2], [2.0, 1.5, 2.1], [-0.9, 0.5, -0.2], [-0.5, -1.9, -1.0], [-0.8, 0.2, 0.3], [-0.3, 1.0, -0.1], [-0.2, -1.9, -0.5], [-0.2, 0.4, 0.5], [-0.1, 0.3, 0.0], [-2.0, -0.3, 0.5], [1.0, -0.1, -0.8], [-1.1, 0.0, -0.7], [-0.1, 0.3, -0.3], [-0.6, 0.0, -0.2], [1.6, 0.6, 0.8], [0.6, -0.1, -0.3], [-0.3, 0.0, -0.2], [-0.5, 0.1, 0.4], [0.5, 0.2, 0.2], [-0.2, 0.3, -0.3], [-0.5, 0.1, 0.5], [0.9, 1.0, -0.3], [0.7, -0.4, 0.3], [0.2, 0.0, 0.2], [0.2, -0.3, -0.3], [0.2, 0.1, 0.2], [-0.3, -0.3, 0.8], [1.3, 0.3, 1.8], [0.6, -1.8, -0.3], [0.3, 0.1, 0.4], [0.2, 2.5, -0.8], [-0.6, -0.7, -0.6], [-0.2, 0.1, 0.0], [-1.2, 0.8, -0.8], [0.2, -0.5, 0.1], [-0.3, 0.0, -0.2], [-3.1, -2.3, 2.6], [2.2, 1.1, -1.8], [-1.5, 1.0, -0.7], [0.9, -0.9, 0.3], [-0.6, 1.2, -0.9], [-0.9, -1.6, -0.5], [0.0, 0.5, 0.3], [0.0, -1.3, 0.9], [-0.2, -0.4, 0.0], [0.5, 0.8, -0.5], [-0.3, 0.0, 2.2], [0.5, -0.1, -1.0], [0.0, 0.4, -0.1], [-0.6, 0.0, -0.2], [0.6, 0.2, -0.4], [0.0, 0.3, 0.5], [1.3, 0.1, 0.9], [0.1, 0.6, 0.0], [0.0, -0.2, -0.4], [0.2, -0.4, -0.4], [-0.4, -0.4, -0.8], [0.4, 0.2, 0.4], [-0.5, 0.0, 0.0], [0.3, -0.2, 0.8], [0.1, -0.1, -1.1], [-0.6, 0.4, 3.0], [-0.3, -0.1, -2.4]],
  "lowdin_charge": [1.1848, 0.0025, -0.4551, 0.0070, -0.2273, -0.0242, -0.1270, -0.1150, -0.0104, -0.2368, -0.0036, -0.4457, -0.0025, -0.1795, 0.0175, -0.0446, -0.0785, -0.1518, 0.0655, -0.1460, 0.0101, -0.0480, -0.0465, -0.1425, -0.0004, 0.1003, 0.0996, 0.1014, 0.0954, 0.1168, 0.1100, 0.1195, 0.1027, 0.1127, 0.1150, 0.1033, 0.1153, 0.0289, -0.4885, 0.2010, -0.1188, 0.1258, 0.0707, 0.0786, 0.1244, 0.1333, -0.6625, 1.1709, -0.3678, -0.0508, -0.0722, -0.0760, -0.0652, -0.0852, -0.3939, -0.0911, -0.0883, -0.0633, -0.0448, -0.0283, 0.0624, 0.1216, 0.1324, 0.1120, 0.1134, 0.1227, 0.1238, 0.1141, 0.1138, 0.1103, 0.6131, -0.9957, -0.0753],
  "homo_ev": [-6.21, -6.20],
  "gap_ev": [5.81, 5.81],
  "largest_force_ha_per_bohr": 0.0904,
  "multiplicity": 2,
  "lumo_ev": [-0.4, -0.4]
}

3.
{
  "formula": "C33H27GeN3O7SSeTa",
  "method": "wB97M-V/def2-TZVPD",
  "symbols": ["Ta", "C", "O", "C", "C", "C", "C", "C", "C", "N", "N", "C", "O", "C", "C", "C", "C", "C", "C", "C", "O", "H", "H", "H", "H", "H", "H", "H", "H", "H", "H", "H", "H", "C", "Ge", "C", "C", "C", "C", "C", "C", "C", "C", "C", "C", "C", "C", "C", "C", "C", "C", "H", "H", "H", "H", "H", "H", "H", "H", "H", "H", "H", "H", "H", "H", "H", "S", "C", "N", "O", "Se", "O", "O", "O"],
  "coordinates": [[-1.3448, 0.0933, 0.1239], [-0.7063, -3.5204, 2.3323], [-0.4478, -2.9188, 3.6032], [-1.1159, -1.7962, 3.9761], [-1.3364, -1.6364, 5.3362], [-1.9683, -0.5086, 5.8455], [-2.4023, 0.4739, 4.9826], [-2.1747, 0.3473, 3.6120], [-2.6382, 1.4003, 2.7366], [-2.4485, 1.4775, 1.4727], [-3.0060, 2.5971, 0.8604], [-2.5624, 2.6936, -0.3428], [-1.6902, 1.8281, -0.8314], [-3.0505, 3.7563, -1.2373], [-3.7697, 4.8364, -0.7320], [-4.2306, 5.8181, -1.5926], [-3.9800, 5.7227, -2.9569], [-3.2664, 4.6441, -3.4595], [-2.7970, 3.6612, -2.6015], [-1.5160, -0.7761, 3.1032], [-1.2716, -0.8692, 1.7935], [-0.3933, -4.5569, 2.4354], [-0.1438, -3.0420, 1.5361], [-1.7682, -3.4812, 2.0859], [-0.9948, -2.4282, 5.9896], [-2.1252, -0.4139, 6.9106], [-2.9153, 1.3525, 5.3529], [-3.1986, 2.2190, 3.1828], [-3.9583, 4.8928, 0.3310], [-4.7860, 6.6599, -1.2013], [-4.3434, 6.4901, -3.6278], [-3.0768, 4.5666, -4.5217], [-2.2466, 2.8095, -2.9781], [0.6500, 1.2186, -3.0320], [1.0107, -0.1888, -1.7442], [1.2702, -1.9302, -2.5897], [2.3615, -1.9246, -3.4616], [2.7383, -3.0800, -4.1317], [2.0305, -4.2567, -3.9313], [0.9502, -4.2713, -3.0614], [0.5682, -3.1145, -2.3920], [2.6336, 0.1816, -0.7591], [3.3733, 1.2855, -1.0957], [4.6344, 1.5258, -0.5008], [5.1195, 0.6660, 0.4392], [4.3606, -0.4572, 0.8557], [4.8101, -1.3131, 1.8906], [4.0384, -2.3513, 2.3271], [2.7771, -2.5910, 1.7392], [2.3302, -1.7946, 0.7256], [3.1038, -0.7053, 0.2516], [1.5141, 1.2823, -3.6957], [0.5047, 2.1712, -2.5267], [-0.2364, 0.9594, -3.6028], [2.9380, -1.0184, -3.6158], [3.5861, -3.0591, -4.8041], [2.3227, -5.1605, -4.4495], [0.3963, -5.1872, -2.8999], [-0.2761, -3.1403, -1.7167], [3.0083, 1.9842, -1.8385], [5.2062, 2.3954, -0.7968], [6.0806, 0.8440, 0.9062], [5.7733, -1.1143, 2.3453], [4.3851, -2.9878, 3.1304], [2.1625, -3.4063, 2.0994], [1.3610, -1.9910, 0.2818], [2.2192, 2.1759, 2.5279], [1.1174, 1.5570, 1.5899], [0.2845, 1.0898, 0.8823], [-3.3836, -0.3797, -0.3304], [-2.8124, -1.4494, -1.5134], [-3.7866, -2.4982, -2.1766], [-1.5648, -1.9754, -0.5008], [-1.8872, -0.3831, -2.3442]],
  "atomic_forces_ev_per_a": [[-0.4, 0.2, 0.5], [-0.1, 0.0, 0.0], [0.0, 0.1, 0.0], [0.1, -0.1, -0.1], [0.0, 0.1, 0.1], [0.0, -0.1, 0.0], [0.0, 0.1, 0.0], [-0.1, 0.1, -0.1], [-0.1, 0.1, 0.2], [0.1, -0.1, -0.2], [0.0, 0.0, 0.1], [0.1, -0.2, -0.1], [-0.3, -0.2, 0.1], [0.1, 0.0, 0.0], [0.0, 0.0, 0.0], [0.0, 0.0, 0.0], [0.0, 0.0, 0.0], [0.0, 0.0, 0.0], [0.0, 0.0, 0.0], [0.1, 0.0, -0.1], [-0.1, 0.1, -0.2], [0.0, 0.0, 0.0], [0.0, 0.0, 0.0], [0.0, 0.0, 0.0], [0.0, 0.0, 0.0], [0.0, 0.0, 0.0], [0.0, 0.0, 0.0], [0.0, 0.0, 0.0], [0.0, 0.0, 0.0], [0.0, 0.0, 0.0], [0.0, 0.0, 0.0], [0.0, 0.0, 0.0], [0.0, 0.0, 0.0], [0.0, 0.1, 0.1], [0.1, -0.1, -0.2], [-0.1, 0.0, 0.0], [0.0, -0.1, 0.0], [0.0, 0.0, 0.0], [0.0, 0.0, 0.0], [0.0, 0.1, 0.0], [0.0, 0.0, -0.1], [0.1, 0.0, 0.0], [0.1, -0.1, 0.0], [0.0, 0.0, 0.0], [0.0, 0.0, 0.0], [-0.1, 0.0, 0.0], [0.0, 0.0, 0.0], [0.0, 0.0, 0.0], [0.0, 0.0, 0.0], [0.1, 0.0, 0.0], [0.0, 0.0, 0.1], [0.0, 0.0, 0.0], [0.0, 0.0, 0.0], [0.0, 0.0, 0.0], [0.0, 0.0, 0.0], [0.0, 0.0, 0.0], [0.0, 0.0, 0.0], [0.0, 0.0, 0.0], [0.1, 0.0, -0.1], [0.0, 0.0, 0.0], [0.0, 0.0, 0.0], [0.0, 0.0, 0.0], [0.0, 0.0, 0.0], [0.0, 0.0, 0.0], [0.0, 0.0, 0.0], [0.0, 0.0, 0.0], [0.1, 0.1, 0.1], [-0.2, 0.0, 0.0], [0.0, -0.2, -0.2], [-0.2, 0.0, 0.0], [0.3, 0.4, 0.4], [-0.1, -0.2, -0.1], [0.2, -0.2, 0.2], [0.2, 0.1, -0.4]],
  "lowdin_charge": [1.7571, -0.0548, -0.0638, -0.2035, 0.0208, -0.0672, -0.0363, -0.1304, -0.0130, -0.0909, 0.1158, -0.3943, -0.2356, -0.1426, -0.0231, -0.0752, -0.0812, -0.0706, -0.0105, -0.2030, -0.2387, 0.0987, 0.0508, 0.1040, 0.1262, 0.1074, 0.1151, 0.1419, 0.1100, 0.1032, 0.1027, 0.1046, 0.1099, -0.2101, 1.0148, -0.2868, -0.1113, -0.0823, -0.0860, -0.0737, -0.0973, -0.2903, -0.0987, -0.0732, -0.0361, -0.1738, -0.0306, -0.0668, -0.0568, -0.0437, -0.1918, 0.0311, 0.0265, 0.0182, 0.0992, 0.1031, 0.1021, 0.1049, 0.0700, 0.0951, 0.1050, 0.1145, 0.1128, 0.1042, 0.0985, 0.0682, 0.7199, -0.8824, -0.1057, -0.4950, 0.8834, -0.3583, -0.5599, -0.4945],
  "homo_ev": [-8.26, -8.44],
  "gap_ev": [7.09, 5.71],
  "largest_force_ha_per_bohr": 0.0140,
  "multiplicity": 2,
  "lumo_ev": [-1.2, -2.7]
}